Density functional theory data (ωB97M-V/def2-TZVPD) for C10H15N5O4 in the gas phase in a non-equilibrium geometry.

```
34
Properties=species:S:1:pos:R:3:lowdin_charge:R:1
N -3.368 3.146 -0.275 0.168
C -2.890 1.971 0.283 -0.424
O -1.820 2.074 0.809 0.056
C -3.650 0.513 0.071 -0.048
C -2.777 -0.565 0.312 -0.262
N -1.471 -0.435 -0.418 0.139
C -0.407 -1.099 0.107 -0.318
O -0.488 -2.155 0.837 0.013
C 0.974 -0.431 -0.271 -0.190
N 1.065 1.015 -0.491 0.057
C 1.967 -0.688 1.034 -0.087
C 3.323 -0.659 0.549 -0.259
C 4.210 -1.293 -0.316 -0.057
N 5.188 -0.397 -0.717 0.050
C 4.840 0.763 -0.043 -0.253
N 3.808 0.678 0.652 0.072
C -3.510 -1.847 -0.122 -0.443
O -4.687 -1.937 -0.458 0.091
O -2.733 -2.959 -0.079 0.084
H -3.927 3.072 -1.092 0.091
H -2.907 3.962 -0.107 0.064
H -3.819 0.397 -0.994 0.133
H -4.610 0.306 0.477 0.125
H -2.374 -0.758 1.381 0.198
H -1.259 0.513 -0.719 0.117
H 1.315 -0.894 -1.186 0.138
H 0.736 1.642 0.182 0.051
H 2.032 1.180 -0.697 0.053
H 1.688 -1.507 1.621 0.083
H 1.862 0.147 1.687 0.106
H 4.313 -2.272 -0.753 0.108
H 5.760 -0.443 -1.564 0.152
H 5.489 1.678 -0.119 0.134
H -1.872 -2.719 0.422 0.057
```

## Properties
Frontier orbital gap = 9.259 eV
SMILES string = NC(=O)C[C@H](NC(=O)[C@@H](N)Cc1c[nH]cn1)C(=O)O
LUMO energy = 0.62 eV
Charge = 0
Energy relative to the best compared isomer or geometry (same formula, charge and spin) = 3.435 eV
Highest occupied orbital energy = -8.64 eV